A molecular structure, C19H30NSm at a distorted geometry. Source: OMol25; level of theory: ωB97M-V/def2-TZVPD.

The geometry in XYZ format:
```
51
Properties=species:S:1:pos:R:3:forces:R:3
C 2.24435 3.50181 -0.14725 -0.1962 -0.1074 -0.2513
H 2.20572 4.59032 -0.01318 0.0496 -0.3048 -0.0241
H 2.92463 3.27201 -0.97437 -0.0926 0.1643 0.1408
H 2.63964 3.06517 0.75962 0.3152 -0.0756 0.1791
C 0.83163 2.95660 -0.41540 0.1802 0.3686 0.1884
H 0.92481 1.98464 -0.93000 -0.0913 -0.1376 -0.0100
H 0.34514 2.77958 0.55117 -0.1118 0.0274 0.0589
C -0.00910 3.92328 -1.24344 0.1919 0.0748 -0.2602
H -1.06606 3.67856 -1.19267 -0.2141 0.0513 -0.1012
H 0.12868 4.95080 -0.87945 -0.1546 -0.3311 -0.0085
H 0.29967 3.92515 -2.29698 -0.0621 -0.0165 0.2103
C -1.04784 -2.45863 -1.30571 0.9245 0.0193 -1.3963
C -1.46793 -1.39287 -2.18082 1.3488 -0.6772 -0.5887
C -0.31386 -0.58609 -2.48035 0.2370 -1.2966 -0.6058
C 0.80796 -1.13635 -1.77733 -0.4856 -0.9656 -0.8664
C 0.35910 -2.29251 -1.05138 -0.1232 -0.1760 -1.5341
C 1.17579 -3.04039 -0.05563 0.2021 -0.1339 0.2048
C 2.19731 -0.59906 -1.78979 0.2811 0.1735 0.0318
C -0.25010 0.59887 -3.38311 -0.0488 0.3780 -0.1503
C -2.88365 -0.99625 -2.39814 -0.1279 -0.0605 -0.4183
C -1.96486 -3.37091 -0.56889 -0.1328 -0.0495 0.3221
Sm -0.78284 -0.47781 -0.13400 -1.4614 3.3882 5.0444
H 2.73890 -0.88008 -0.87644 0.0089 0.1502 -0.3313
H 2.73819 -1.01772 -2.64975 -0.0156 0.1244 0.2297
H 2.21040 0.49556 -1.88799 0.0965 -0.3128 -0.0125
H 2.06863 -2.46658 0.21906 -0.1698 -0.2438 0.0494
H 0.60698 -3.27743 0.85605 0.1801 -0.0427 -0.1216
H 1.52321 -3.99076 -0.48110 -0.0964 0.1278 0.1536
H -2.93954 -2.89144 -0.39164 0.0908 -0.2006 0.0486
H -2.16778 -4.28877 -1.13693 0.0378 0.2014 0.0744
H -1.52290 -3.68167 0.38758 -0.2221 -0.0365 -0.1429
H -2.94444 -0.13525 -3.06998 -0.1567 -0.1425 0.2206
H -3.45774 -1.81625 -2.84949 0.0108 0.2090 0.2348
H -3.38342 -0.74556 -1.43943 -0.1144 0.0420 -0.1464
H 0.36550 1.40148 -2.95577 -0.1664 -0.1074 -0.1620
H 0.21087 0.32542 -4.34522 -0.1800 0.0312 0.2830
H -1.24918 0.99776 -3.58802 0.2646 0.0244 -0.0527
C -1.90707 0.04862 6.67854 -0.2402 -0.0910 0.2100
C -1.63099 -0.01346 5.20109 0.0288 0.0659 0.1904
C -0.41152 0.43869 4.68140 0.2244 0.0105 -0.7978
C -0.17361 0.36203 3.30691 -0.5532 -0.2782 0.2528
N -1.08377 -0.16241 2.44039 -0.2177 0.0017 0.0930
C -2.27757 -0.58322 2.94241 0.5915 0.3128 0.4930
C -2.58127 -0.51682 4.30618 -0.0244 -0.1304 -0.8231
H -1.15560 -0.50882 7.25509 -0.1143 0.1228 -0.2601
H -1.89409 1.08026 7.05837 0.0520 -0.2119 -0.2467
H -2.89030 -0.37761 6.91064 0.2577 0.1106 -0.0579
H 0.35665 0.85184 5.33711 -0.2445 -0.1161 -0.1984
H 0.75974 0.72284 2.85997 -0.2989 -0.1432 0.2958
H -2.99630 -0.97370 2.20802 0.1773 0.0938 0.4325
H -3.55855 -0.86158 4.65172 0.3655 0.1158 -0.0734
```
Positions in Å, forces in eV/Å.

The spin multiplicity is 6. The energy above the lowest of the compared OMol25 structures with the same formula, charge and spin comes out at 0.0 kJ/mol. The total charge is +2. The value obtained for the max |F| is 6.25 eV Å⁻¹.